No. 1
Here is a structure of composition C4H9NS at a distorted geometry from the Open Molecules 2025 dataset. Energies are from ωB97M-V/def2-TZVPD.

- Molecular weight: 103.19 g/mol
- Highest occupied orbital energy: -8.348 eV
- Charge: 0

Last column: Löwdin charge in e.
Geometry (Å):
C  0.8369  -1.2306  -0.8228  -0.145
C  1.3048  0.1529  -0.1971  -0.301
C  0.3815  0.6368  0.9385  -0.192
C  -2.0488  0.3897  0.4815  -0.766
H  1.6475  -1.0997  -1.7977  0.115
H  1.3058  -2.2494  -0.2319  0.105
H  -0.5342  -1.1530  -0.9782  0.168
H  1.2024  0.6527  -1.1758  0.086
H  2.3365  0.0619  0.1339  0.095
H  0.4472  1.5556  1.6024  0.136
H  0.0910  -0.1570  1.6058  0.100
H  -0.6033  1.3365  -0.7383  0.135
H  -2.1492  -0.1377  1.4957  0.088
N  -0.7928  0.7745  0.0951  -0.165
S  -3.4251  0.4668  -0.4111  0.540

No. 2
Here is the molecule C4H9NS at a distorted geometry from the Open Molecules 2025 dataset. Energies are from ωB97M-V/def2-TZVPD.

- SMILES string: CSC[C@H]1CN1
- Molecular weight: 103.19 g/mol
- Highest occupied orbital energy: -8.517 eV
- Charge: 0

Last column: Löwdin charge in e.
Geometry (Å):
C  2.4391  -1.1222  0.0410  -0.481
S  1.5645  0.1940  -0.7358  0.791
C  0.2988  0.5638  0.4986  -0.481
C  -1.0296  0.9272  -0.0697  -0.452
C  -1.9020  -0.0692  -0.7329  -0.150
N  -2.2900  0.6100  0.4607  0.010
H  2.8123  -0.8236  1.0495  0.049
H  1.8675  -2.0530  0.1093  0.032
H  3.3044  -1.4224  -0.6114  0.048
H  0.1469  -0.4155  1.0266  0.094
H  0.6194  1.3353  1.2071  0.080
H  -0.9711  1.9553  -0.5355  0.154
H  -2.2089  0.1579  -1.7222  0.089
H  -1.7143  -1.1796  -0.4709  0.137
H  -2.9370  1.3422  0.4856  0.080

No. 3
Here is the molecule C4H9NS at a distorted geometry from the Open Molecules 2025 dataset. Energies are from ωB97M-V/def2-TZVPD.

- SMILES string: C[C@H]1N[C@@H]1CS
- Molecular weight: 103.19 g/mol
- Highest occupied orbital energy: -8.698 eV
- Charge: 0

Last column: Löwdin charge in e.
Geometry (Å):
C  -0.6718  0.2602  2.1406  -0.135
C  -0.3895  -0.5406  0.9005  -0.390
N  -1.2933  -0.6992  -0.3239  0.027
C  -0.2436  0.2052  -0.4328  -0.441
C  0.9699  -0.3091  -1.3369  -0.605
S  0.9513  0.2214  -3.0444  0.599
H  -1.8023  0.0990  2.7004  0.128
H  -0.3663  1.5185  1.9014  0.136
H  0.3681  -0.1687  2.6324  0.106
H  0.3056  -1.4089  1.1811  0.138
H  -2.2687  -0.1759  -0.0505  0.170
H  -0.0787  1.3775  -0.6727  0.170
H  1.8455  -0.3103  -0.7949  0.035
H  0.5921  -1.4093  -1.5648  0.093
H  2.0819  1.3401  -3.2355  -0.029

No. 4
Here is a cluster of 2 separate species, C4H9NS3 in total at a distorted geometry from the Open Molecules 2025 dataset. Energies are from ωB97M-V/def2-TZVPD.

- Molecular weight: 167.32 g/mol
- Highest occupied orbital energy (alpha / beta): -6.698 / -7.885 eV
- Charge: 0

Last column: Löwdin charge in e.
Geometry (Å):
C  1.2703  1.8320  0.7546  -0.474
C  0.0352  1.4572  0.0047  -0.579
C  1.6194  -0.3039  -0.7965  -0.870
C  -2.2016  -1.6059  -0.7137  -0.303
N  -0.3695  -1.1162  1.0187  -0.430
S  2.6166  0.5838  0.2934  0.772
S  0.4651  0.6977  -1.5608  0.800
S  -0.9085  -2.4357  0.3469  0.788
H  1.6330  2.7802  0.3668  0.063
H  1.2393  1.8010  1.8568  0.078
H  -0.6764  0.6071  0.4380  0.057
H  -0.3949  2.4630  -0.1758  0.085
H  2.1914  -1.1530  -1.1704  0.022
H  -1.6775  -0.7305  -1.0148  -0.045
H  -2.8157  -1.2654  0.1057  0.024
H  -2.4512  -2.4579  -1.3427  0.034
H  0.4252  -1.1535  1.5891  -0.024

No. 5
Here is a cluster of 2 separate species, C4H9O in total at a distorted geometry from the Open Molecules 2025 dataset. Energies are from ωB97M-V/def2-TZVPD.

- Molecular weight: 73.11 g/mol
- Highest occupied orbital energy: -1.657 eV
- Charge: -1

Last column: Löwdin charge in e.
Geometry (Å):
C  2.0534  -0.2557  0.0945  -0.599
O  2.9190  0.7270  0.2279  -0.313
C  0.9366  -0.2189  -1.0177  -0.131
C  0.5886  -0.0824  0.4686  -0.337
C  -0.1396  -1.2439  1.1209  -0.117
H  2.4112  -1.2965  0.2464  0.106
H  -5.3589  3.4037  -1.2794  -0.004
H  0.9935  0.6648  -1.6394  0.065
H  0.7906  -1.1756  -1.5045  0.054
H  -4.6767  3.1939  -1.4171  0.004
H  0.3973  0.9278  0.8022  0.112
H  0.4085  -1.5615  2.0167  0.059
H  -1.1559  -0.9923  1.4421  0.048
H  -0.1677  -2.0905  0.4389  0.053

No. 6
Here is a cluster of 2 separate species, C4H9O in total at a distorted geometry from the Open Molecules 2025 dataset. Energies are from ωB97M-V/def2-TZVPD.

- Molecular weight: 73.11 g/mol
- Highest occupied orbital energy: -1.926 eV
- Charge: -1

Last column: Löwdin charge in e.
Geometry (Å):
C  1.8302  -0.2496  -1.3266  -0.522
O  1.9545  -0.0660  0.0017  -0.441
H  1.1013  -1.0844  -1.6072  0.017
H  1.4583  0.6735  -1.8479  0.026
H  2.7957  -0.6611  -1.7622  0.028
C  -0.8376  1.2289  0.4992  -0.147
C  -1.3752  -0.0066  1.1650  -0.240
C  -1.1747  -1.2195  0.6603  -0.035
H  -0.6336  1.2108  -0.5694  0.058
H  -1.5054  2.0988  0.6162  0.051
H  0.1205  1.4966  0.9630  0.067
H  -1.9843  0.1683  2.0506  0.074
H  -1.4071  -2.1527  1.1710  0.032
H  -0.3426  -1.4368  -0.0136  0.032

Computed values of energy (unit: a.u.) for the preceding records, in sequence: -610.62221; -610.68144; -610.55767; -1406.96964; -232.96149; -232.96998.